(1)
Formula: C33H28AlCl2NO7P
Source: OMol25
Level of theory: the ωB97M-V functional and the def2-TZVPD basis

Computed properties:
Total charge: -1
Frontier orbital gap, eV: 5.796
Electronic energy, eV: -91432.818
LUMO, eV: 0.587

The geometry in XYZ format:
```
73
Properties=species:S:1:pos:R:3:lowdin_charge:R:1
C -3.86 3.03 1.52 -0.16
O -5.25 2.93 1.48 -0.28
C -5.74 1.82 2.25 -0.29
Al -5.88 0.08 1.22 0.29
C -5.63 0.41 -0.77 -0.74
Cl -7.12 0.89 -1.55 0.52
C -4.53 0.31 -1.50 -0.82
C -3.21 -0.17 -0.96 -0.14
Cl -4.49 0.70 -3.21 0.57
P -4.26 -1.47 2.07 0.45
N -2.83 -0.93 2.46 -0.21
O -4.85 -2.24 3.40 -0.26
O -4.13 -2.79 1.11 -0.24
H -3.37 2.14 1.11 0.07
H -3.50 3.17 2.56 0.08
H -3.57 3.90 0.93 0.08
H -6.75 2.10 2.58 0.05
H -5.13 1.72 3.16 0.05
H -7.32 -0.60 1.44 -0.07
H -3.10 0.11 0.08 0.02
H -3.13 -1.26 -1.04 0.08
H -2.38 0.25 -1.52 0.05
H -2.79 0.06 2.23 -0.05
H -4.37 -1.85 4.15 0.04
H -4.90 -2.84 0.52 0.05
C 0.20 -2.75 4.38 -0.05
C 1.44 -3.12 4.88 -0.07
C 2.54 -2.30 4.70 -0.02
C 2.41 -1.11 4.01 -0.10
C 1.16 -0.73 3.51 -0.08
C 0.05 -1.55 3.69 0.01
C 0.97 0.53 2.74 -0.28
O -0.12 0.85 2.35 0.12
C 2.18 1.37 2.48 -0.08
C 2.05 2.52 1.71 0.00
C 3.16 3.30 1.45 -0.06
C 4.41 2.94 1.96 -0.07
C 4.54 1.80 2.73 -0.01
C 3.43 1.00 2.99 -0.09
C 3.60 -0.24 3.80 -0.29
O 4.69 -0.54 4.26 0.09
H -0.66 -3.39 4.51 0.11
H 1.55 -4.05 5.42 0.10
H 3.51 -2.58 5.08 0.11
H -0.92 -1.26 3.26 0.06
H 1.08 2.78 1.33 0.12
H 3.06 4.20 0.85 0.10
H 5.27 3.56 1.76 0.10
H 5.50 1.50 3.13 0.12
C 3.27 -1.15 -0.62 -0.05
C 4.48 -1.42 -1.24 -0.06
C 4.61 -1.28 -2.61 -0.01
C 3.52 -0.88 -3.37 -0.09
C 2.30 -0.61 -2.75 -0.08
C 2.18 -0.74 -1.37 0.01
C 1.10 -0.19 -3.53 -0.27
O 0.05 0.07 -3.00 0.12
C 1.25 -0.10 -5.02 -0.08
C 0.13 0.24 -5.78 0.00
C 0.24 0.33 -7.15 -0.06
C 1.47 0.09 -7.78 -0.06
C 2.57 -0.25 -7.02 -0.01
C 2.47 -0.35 -5.64 -0.08
C 3.67 -0.74 -4.85 -0.28
O 4.74 -0.94 -5.39 0.10
H 3.18 -1.25 0.45 0.10
H 5.33 -1.74 -0.65 0.11
H 5.54 -1.49 -3.11 0.12
H 1.23 -0.53 -0.90 0.13
H -0.81 0.43 -5.28 0.12
H -0.62 0.60 -7.75 0.11
H 1.55 0.17 -8.85 0.10
H 3.53 -0.45 -7.49 0.12
```

***

(2)
Formula: C33H28BBrCl52FN4O4PS2
Source: OMol25
Level of theory: the ωB97M-V functional and the def2-TZVPD basis

Computed properties:
Frontier orbital gap, eV: 7.439
Electronic energy, eV: -804381.483
LUMO, eV: -1.143

The geometry in XYZ format:
```
127
Properties=species:S:1:pos:R:3:lowdin_charge:R:1
C 3.66 0.77 -0.68 -0.12
C 3.91 0.52 -2.21 -0.27
N 3.04 -0.52 -2.83 -0.03
C 1.73 -0.60 -2.26 -0.15
C 1.33 -1.93 -1.63 -0.07
F 2.20 -3.03 -1.55 -0.10
C -0.03 -2.01 -1.10 0.03
C -0.98 -0.86 -1.16 -0.01
C -0.59 0.42 -1.76 -0.13
C -1.65 1.58 -1.79 -0.18
C -1.60 2.43 -0.45 -0.21
C -0.92 3.84 -0.76 -0.48
S -2.07 5.16 -0.15 0.76
C -3.53 5.21 -1.27 -1.03
S -4.14 6.71 -1.59 0.68
N -4.07 3.95 -1.76 -0.22
C -5.34 3.56 -1.07 -0.23
C -5.47 4.05 0.42 -0.12
C -4.39 4.01 -3.21 -0.27
C -3.13 3.93 -4.16 -0.07
C 0.79 0.54 -2.32 -0.25
P 1.18 2.20 -3.11 0.63
O 2.15 3.04 -2.02 -0.37
Br 2.32 1.78 -5.05 0.26
C -2.42 -1.09 -0.59 -0.24
O -3.05 -0.24 0.01 0.05
C -2.98 -2.54 -0.83 -0.16
N -4.37 -2.65 -1.15 0.11
C -2.10 -3.61 -0.76 0.04
B -2.70 -5.08 -1.06 -0.49
N -3.92 -5.65 -0.45 0.14
O -1.99 -5.85 -2.03 0.08
C -0.59 -3.34 -0.45 -0.26
O 0.08 -4.06 0.24 0.01
H 2.68 1.25 -0.45 0.06
H 4.46 1.51 -0.35 0.09
H 3.81 -0.16 -0.09 0.01
H 4.97 0.14 -2.30 0.09
H 3.90 1.51 -2.74 0.05
H 3.51 -1.41 -2.84 0.00
H -2.65 1.09 -1.92 0.11
H -1.46 2.17 -2.73 0.05
H -2.65 2.51 -0.06 0.09
H -0.98 1.84 0.29 0.11
H 0.07 3.85 -0.24 0.03
H -0.70 3.99 -1.85 0.04
H -6.21 3.92 -1.69 0.11
H -5.39 2.43 -1.09 0.11
H -6.12 3.29 0.96 0.06
H -4.51 4.09 0.99 0.06
H -6.05 5.02 0.46 -0.01
H -5.01 4.90 -3.52 0.09
H -5.03 3.10 -3.42 0.12
H -2.21 4.00 -3.52 0.05
H -3.17 2.96 -4.72 0.08
H -3.08 4.80 -4.87 0.08
H 2.26 3.93 -2.41 0.06
H -4.77 -1.72 -0.92 0.02
H -4.87 -3.29 -0.53 0.03
H -4.72 -5.37 -1.02 0.03
H -4.10 -5.20 0.46 0.06
H -2.11 -5.45 -2.92 0.11
C 5.02 -4.46 -3.33 -2.00
Cl 6.39 -5.49 -2.86 0.53
Cl 3.50 -5.18 -2.81 0.58
Cl 5.19 -2.88 -2.57 0.57
Cl 5.00 -4.27 -5.10 0.54
C 8.69 -1.51 -1.01 -2.01
Cl 10.12 -1.11 -0.05 0.50
Cl 7.28 -0.65 -0.36 0.51
Cl 8.95 -1.03 -2.70 0.53
Cl 8.40 -3.26 -0.93 0.48
C -6.01 -0.56 2.48 -2.02
Cl -4.64 -1.59 2.93 0.54
Cl -7.52 -1.30 3.05 0.53
Cl -5.82 1.04 3.21 0.54
Cl -6.07 -0.39 0.71 0.56
C 3.97 -2.72 2.11 -1.98
Cl 2.67 -3.45 1.15 0.60
Cl 3.67 -0.98 2.29 0.56
Cl 4.03 -3.48 3.71 0.52
Cl 5.52 -2.98 1.28 0.49
C 11.70 -4.01 2.30 -1.98
Cl 10.06 -3.36 2.23 0.51
Cl 12.30 -3.92 3.97 0.50
Cl 11.70 -5.70 1.76 0.47
Cl 12.76 -3.05 1.25 0.52
C 1.76 -7.71 1.81 -2.02
Cl 0.57 -8.34 2.96 0.52
Cl 0.92 -7.09 0.38 0.55
Cl 2.68 -6.40 2.56 0.49
Cl 2.86 -9.01 1.32 0.51
C -9.66 5.71 0.96 -2.01
Cl -9.32 6.32 2.59 0.50
Cl -10.05 3.98 1.04 0.53
Cl -11.04 6.59 0.28 0.52
Cl -8.24 5.94 -0.08 0.55
C -10.71 10.12 3.32 -2.03
Cl -9.79 9.62 1.89 0.48
Cl -11.84 11.41 2.87 0.52
Cl -11.62 8.74 3.96 0.51
Cl -9.59 10.72 4.56 0.52
C 16.03 -5.94 0.33 -2.02
Cl 16.55 -7.52 -0.29 0.52
Cl 16.10 -4.74 -0.97 0.52
Cl 14.37 -6.06 0.94 0.46
Cl 17.10 -5.45 1.65 0.52
C 0.59 4.99 3.19 -2.00
Cl 2.19 5.68 3.52 0.52
Cl 0.01 5.58 1.61 0.52
Cl 0.70 3.22 3.15 0.52
Cl -0.54 5.50 4.45 0.53
C -5.43 10.07 1.77 -2.03
Cl -6.45 8.86 0.97 0.47
Cl -3.75 9.85 1.27 0.52
Cl -5.98 11.69 1.32 0.52
Cl -5.56 9.86 3.53 0.51
C -8.23 -6.10 -0.42 -2.03
Cl -8.28 -7.35 0.82 0.53
Cl -7.54 -6.76 -1.91 0.53
Cl -9.87 -5.50 -0.74 0.53
Cl -7.21 -4.75 0.14 0.53
C 10.24 -7.96 5.21 -2.03
Cl 11.24 -9.11 4.31 0.52
Cl 8.60 -7.94 4.54 0.52
Cl 10.18 -8.45 6.92 0.52
Cl 10.95 -6.34 5.09 0.47
```

***

(3)
Formula: C33H28BrN5O2S3Sc
Source: OMol25
Level of theory: the ωB97M-V functional and the def2-TZVPD basis

Computed properties:
Total charge: +1
Frontier orbital gap, eV: 7.598
Energy above the lowest of the compared OMol25 structures with the same formula, charge and spin, eV: 0.128
Electronic energy, eV: -169467.463
LUMO, eV: -2.807

The geometry in XYZ format:
```
73
Properties=species:S:1:pos:R:3:lowdin_charge:R:1
Sc 0.11 0.38 -0.41 0.96
O -1.36 0.01 -4.62 0.06
C -0.15 -0.19 -5.20 -0.26
C -0.10 -0.26 -6.59 0.00
C 1.11 -0.47 -7.23 -0.07
C 2.29 -0.61 -6.50 -0.09
C 2.24 -0.53 -5.13 -0.04
C 1.03 -0.33 -4.45 -0.12
C 1.03 -0.34 -2.95 -0.38
O -0.04 0.34 -2.37 -0.30
N 1.02 -1.77 -2.47 0.04
N 0.20 -1.89 -1.38 -0.06
C -0.46 -2.96 -1.19 -0.18
C -1.50 -3.04 -0.16 -0.62
Br -2.43 -1.40 0.11 0.91
C -1.89 -4.15 0.46 -0.08
C -1.22 -5.45 0.35 -0.22
C -2.00 -6.61 0.39 -0.03
C -1.41 -7.86 0.27 -0.06
C -0.03 -7.96 0.12 -0.07
C 0.75 -6.82 0.10 -0.07
C 0.16 -5.57 0.21 -0.05
H -1.19 0.16 -3.67 0.06
H -1.02 -0.14 -7.14 0.12
H 1.13 -0.52 -8.31 0.11
H 3.23 -0.76 -7.01 0.10
H 3.15 -0.63 -4.54 0.12
H 1.97 0.10 -2.59 0.12
H 0.73 -2.39 -3.22 0.14
H -0.34 -3.82 -1.85 0.15
H -2.78 -4.11 1.08 0.12
H -3.07 -6.53 0.52 0.12
H -2.02 -8.75 0.30 0.11
H 0.43 -8.94 0.03 0.11
H 1.83 -6.90 0.00 0.11
H 0.79 -4.68 0.23 0.10
C 3.26 -1.92 0.33 -0.06
C 3.40 -0.43 0.39 -0.60
N 2.52 0.46 -0.03 0.04
C 3.06 1.74 0.04 -0.31
C 4.30 1.81 0.59 -0.31
S 4.85 0.25 0.98 1.14
C 2.31 2.81 -0.61 -0.32
C 2.74 4.05 -0.95 -0.31
S 1.53 4.82 -1.87 1.13
C 0.52 3.45 -1.75 -0.60
N 1.05 2.48 -1.04 0.01
C -0.81 3.39 -2.42 -0.06
H 2.49 -2.19 -0.38 0.06
H 3.02 -2.32 1.32 0.08
H 4.20 -2.36 0.01 0.09
H 4.90 2.69 0.74 0.09
H 3.69 4.51 -0.75 0.09
H -1.39 4.29 -2.22 0.09
H -1.37 2.52 -2.08 0.07
H -0.69 3.30 -3.50 0.10
S -0.91 2.85 3.31 1.05
C -1.62 3.74 2.05 -0.40
C -1.58 3.08 0.86 -0.21
C -0.95 1.80 0.91 -0.25
C -0.55 1.56 2.21 -0.54
C -0.03 0.28 2.68 -0.29
C 0.10 -0.04 4.04 -0.01
C 0.44 -1.33 4.40 -0.03
C 0.64 -2.29 3.41 -0.04
C 0.53 -1.88 2.09 -0.16
N 0.23 -0.63 1.72 0.01
H -2.04 4.72 2.25 0.07
H -2.01 3.51 -0.04 0.08
H -0.09 0.70 4.79 0.10
H 0.53 -1.60 5.44 0.12
H 0.86 -3.32 3.64 0.11
H 0.67 -2.59 1.29 0.08
```